The following is a DFT calculation (wB97M-V/def2-TZVPD) of 3 unconnected molecules or ions with the total composition C33H28NO7.

CARTESIAN COORDINATES (ANGSTROEM)
N (-8.34, 1.95, 4.37)
C (-9.00, 0.75, 3.77)
C (-8.23, -0.54, 4.18)
O (-6.84, -0.32, 4.46)
C (-6.18, 0.14, 3.36)
O (-5.15, -0.77, 2.92)
C (-4.36, -0.05, 2.00)
C (-3.15, 0.60, 2.70)
O (-2.49, 1.53, 1.84)
H (-8.32, 1.93, 5.40)
H (-8.93, 2.73, 4.12)
H (-10.00, 0.64, 4.28)
H (-8.66, -0.95, 5.12)
H (-8.39, -1.32, 3.41)
H (-5.70, 1.09, 3.65)
H (-6.84, 0.35, 2.50)
H (-4.00, -0.70, 1.20)
H (-4.93, 0.75, 1.50)
H (-2.41, -0.18, 2.94)
H (-3.42, 1.08, 3.65)
H (-2.36, 2.34, 2.32)
C (3.14, 0.78, -0.59)
C (1.85, 0.42, -0.19)
C (1.31, 0.94, 0.97)
C (2.06, 1.82, 1.75)
C (3.36, 2.16, 1.37)
C (3.89, 1.65, 0.19)
C (4.18, 3.06, 2.22)
O (5.31, 3.37, 1.88)
C (3.60, 3.57, 3.48)
C (4.38, 4.37, 4.32)
C (3.85, 4.86, 5.50)
C (2.53, 4.57, 5.85)
C (1.75, 3.77, 5.02)
C (2.29, 3.26, 3.84)
C (1.46, 2.38, 2.98)
O (0.31, 2.12, 3.28)
H (3.56, 0.38, -1.50)
H (1.27, -0.26, -0.80)
H (0.31, 0.67, 1.27)
H (4.89, 1.92, -0.12)
H (5.40, 4.60, 4.05)
H (4.45, 5.48, 6.15)
H (2.11, 4.96, 6.77)
H (0.73, 3.54, 5.30)
C (4.28, -5.63, -3.38)
C (3.96, -6.43, -4.48)
C (3.29, -5.87, -5.56)
C (2.93, -4.53, -5.54)
C (3.24, -3.74, -4.43)
C (3.92, -4.29, -3.36)
C (2.82, -2.32, -4.38)
O (3.10, -1.63, -3.42)
C (2.07, -1.75, -5.53)
C (1.62, -0.43, -5.47)
C (0.93, 0.11, -6.54)
C (0.68, -0.66, -7.67)
C (1.11, -1.98, -7.73)
C (1.80, -2.53, -6.66)
C (2.23, -3.95, -6.72)
O (2.02, -4.62, -7.71)
H (4.81, -6.06, -2.54)
H (4.23, -7.47, -4.49)
H (3.04, -6.49, -6.41)
H (4.17, -3.68, -2.50)
H (1.82, 0.17, -4.59)
H (0.58, 1.13, -6.49)
H (0.14, -0.23, -8.51)
H (0.92, -2.57, -8.61)

As for the net charge: -1. Its gap between HOMO and LUMO is 0.83 eV.

=====

The following is a DFT calculation (wB97M-V/def2-TZVPD) of a single C2HNO2 molecule.

CARTESIAN COORDINATES (ANGSTROEM)
C (-0.59, -0.37, -0.10)
C (0.95, -0.51, -0.05)
H (-0.18, 1.56, 0.37)
N (2.15, -0.42, -0.07)
O (-0.81, 0.94, -0.12)
O (-1.52, -1.21, -0.03)

Its SMILES is N#CC(=O)O. As for the energy above the lowest of the compared OMol25 structures with the same formula, charge and spin: 139.87 kJ/mol. As for the net charge: 0. Its gap between HOMO and LUMO is 11.48 eV.

=====

The following is a DFT calculation (wB97M-V/def2-TZVPD) of a molecular structure, C20H53F3LiN9O14S.

CARTESIAN COORDINATES (ANGSTROEM)
Li (5.82, 2.60, 0.61)
C (2.57, -2.79, -0.27)
F (1.91, -3.65, -0.97)
F (2.04, -2.54, 0.93)
F (3.88, -3.26, -0.11)
S (2.73, -1.16, -1.35)
O (3.06, -1.59, -2.69)
O (1.52, -0.40, -1.33)
O (3.84, -0.34, -0.80)
C (-1.37, 5.24, -3.30)
C (-1.32, 6.67, -3.86)
O (-0.91, 6.66, -5.23)
O (-0.04, 4.68, -3.31)
H (-2.05, 4.76, -4.00)
H (-1.83, 5.18, -2.32)
H (-0.74, 7.40, -3.30)
H (-2.28, 7.18, -3.92)
H (-0.21, 7.30, -5.39)
H (-0.03, 3.79, -2.94)
C (9.55, 0.43, 1.33)
C (9.34, 1.54, 2.35)
O (8.00, 1.61, 2.85)
O (8.97, 1.00, 0.18)
H (9.07, -0.51, 1.57)
H (10.64, 0.34, 1.27)
H (9.61, 2.47, 1.84)
H (10.14, 1.68, 3.08)
H (7.91, 1.18, 3.70)
H (9.08, 0.31, -0.47)
C (2.08, 0.17, 6.45)
C (1.97, 1.37, 7.33)
O (2.75, 1.21, 8.47)
O (1.56, -0.97, 7.14)
H (3.08, 0.02, 6.05)
H (1.47, 0.28, 5.56)
H (0.95, 1.43, 7.71)
H (2.14, 2.28, 6.76)
H (2.85, 2.08, 8.88)
H (1.62, -0.86, 8.09)
C (1.32, 3.94, 2.21)
O (2.51, 3.61, 2.18)
N (0.95, 4.99, 2.86)
N (0.30, 3.41, 1.66)
H (1.68, 5.47, 3.36)
H (0.03, 5.41, 2.81)
H (0.39, 2.56, 1.13)
H (-0.64, 3.77, 1.77)
C (8.43, -2.70, -4.28)
O (8.38, -3.40, -3.24)
N (9.48, -2.66, -5.03)
N (7.64, -1.81, -4.78)
H (10.26, -3.21, -4.69)
H (9.61, -2.23, -5.94)
H (6.80, -1.64, -4.25)
H (7.76, -1.40, -5.70)
C (-2.32, -4.78, 6.12)
O (-2.97, -5.71, 5.83)
N (-1.58, -4.17, 5.31)
N (-2.20, -4.21, 7.28)
H (-1.55, -4.28, 4.30)
H (-0.97, -3.45, 5.67)
H (-1.48, -3.54, 7.52)
H (-2.70, -4.73, 7.98)
C (0.89, 0.57, -7.86)
O (0.35, 1.33, -8.65)
N (0.97, -0.71, -7.98)
N (1.42, 0.91, -6.71)
H (0.68, -0.99, -8.90)
H (1.43, -1.30, -7.31)
H (1.60, 0.25, -5.97)
H (1.41, 1.89, -6.47)
C (-7.40, -2.24, 1.41)
C (-7.74, -2.13, -0.14)
C (-8.18, -0.59, -0.24)
C (-7.04, 0.43, -0.29)
C (-6.06, 0.12, -1.46)
C (-5.43, -1.26, -1.26)
N (-6.57, -2.24, -1.11)
O (-6.10, -3.53, -0.99)
C (-4.67, -1.61, -2.58)
C (-4.34, -1.31, -0.17)
C (-8.99, -2.98, -0.54)
H (-6.81, -3.15, 1.56)
H (-8.30, -2.26, 2.01)
H (-6.84, -1.40, 1.83)
H (-8.75, -0.34, -1.14)
H (-8.93, -0.30, 0.49)
H (-6.62, 0.38, 0.72)
H (-7.50, 1.40, -0.47)
H (-5.35, 0.90, -1.70)
H (-6.70, 0.14, -2.34)
H (-4.08, -2.51, -2.42)
H (-5.34, -1.95, -3.38)
H (-3.94, -0.91, -2.99)
H (-3.86, -0.34, -0.10)
H (-4.72, -1.47, 0.84)
H (-3.58, -2.08, -0.27)
H (-8.88, -4.06, -0.69)
H (-9.24, -2.44, -1.45)
H (-9.77, -2.79, 0.20)
H (-5.51, -3.49, -0.23)

As for the net charge: 0. Its gap between HOMO and LUMO is 6.13 eV.

=====

The following is a DFT calculation (wB97M-V/def2-TZVPD) of a molecular structure, C30H28B2F2N6Tc.

CARTESIAN COORDINATES (ANGSTROEM)
Tc (0.49, -0.93, -0.19)
C (-2.87, 2.74, 2.55)
C (-2.50, 2.17, 1.22)
C (-3.35, 1.77, 0.19)
C (-2.54, 1.26, -0.81)
N (-1.25, 1.33, -0.39)
N (-1.24, 1.91, 0.86)
B (0.02, 1.80, 1.77)
N (1.26, 1.82, 0.85)
N (1.26, 1.06, -0.33)
C (2.55, 1.15, -0.87)
C (3.29, 1.97, -0.06)
C (2.45, 2.38, 0.99)
C (2.79, 3.27, 2.14)
C (2.96, 0.41, -2.06)
C (4.06, 0.85, -2.78)
C (4.51, 0.14, -3.89)
C (3.87, -1.02, -4.28)
C (2.76, -1.48, -3.57)
C (2.32, -0.76, -2.48)
N (-0.01, 0.42, 2.49)
N (0.02, -0.72, 1.74)
C (-0.11, -1.77, 2.58)
C (-0.25, -1.30, 3.87)
C (-0.18, 0.09, 3.77)
C (-0.26, 1.09, 4.87)
C (-0.01, -3.12, 2.00)
C (0.25, -4.23, 2.79)
C (0.40, -5.48, 2.21)
C (0.32, -5.64, 0.84)
C (0.07, -4.55, 0.03)
C (-0.10, -3.30, 0.61)
C (-2.96, 0.68, -2.09)
C (-2.46, -0.54, -2.54)
C (-2.90, -1.09, -3.73)
C (-3.85, -0.42, -4.49)
C (-4.36, 0.80, -4.05)
C (-3.92, 1.35, -2.86)
H (-3.83, 3.25, 2.47)
H (-2.98, 1.94, 3.28)
H (-2.12, 3.44, 2.91)
H (-4.42, 1.82, 0.18)
H (0.07, 2.68, 2.57)
H (4.33, 2.24, -0.18)
H (3.72, 3.79, 1.93)
H (2.01, 4.00, 2.33)
H (2.93, 2.67, 3.04)
H (4.56, 1.76, -2.50)
H (5.36, 0.51, -4.45)
H (4.22, -1.57, -5.15)
H (2.25, -2.39, -3.88)
H (1.42, -1.16, -2.01)
H (-0.38, -1.88, 4.77)
H (-0.30, 0.58, 5.83)
H (0.62, 1.75, 4.87)
H (-1.14, 1.72, 4.79)
H (0.34, -4.11, 3.87)
H (0.60, -6.34, 2.85)
H (0.45, -6.62, 0.40)
H (-0.03, -4.67, -1.04)
H (-0.54, -2.53, -0.05)
H (-1.75, -1.08, -1.93)
H (-2.52, -2.05, -4.06)
H (-4.19, -0.85, -5.42)
H (-5.09, 1.32, -4.65)
H (-4.30, 2.30, -2.52)
F (-0.02, 0.85, -2.41)
B (-0.01, 1.63, -1.29)
F (0.20, 2.96, -1.47)

As for the energy above the lowest of the compared OMol25 structures with the same formula, charge and spin: 0.00 kJ/mol. As for the net charge: +2. The multiplicity is 4. Its gap between HOMO and LUMO (alpha / beta) is 7.50 / 6.78 eV. The expectation value of S² is 3.763.

=====

The following is a DFT calculation (wB97M-V/def2-TZVPD) of a molecular structure, C21H14CeFN2O7.

CARTESIAN COORDINATES (ANGSTROEM)
Ce (-2.86, 0.21, -0.10)
O (-2.79, 4.57, -0.20)
C (-3.17, 3.43, -0.20)
O (-2.39, 2.35, -0.25)
C (-4.63, 3.04, -0.14)
C (-5.69, 3.93, -0.15)
C (-6.98, 3.41, -0.12)
C (-7.16, 2.03, -0.09)
C (-6.04, 1.22, -0.08)
N (-4.81, 1.73, -0.10)
C (-6.05, -0.28, -0.06)
O (-7.02, -0.96, -0.03)
O (-4.78, -0.76, -0.07)
H (-5.49, 4.99, -0.18)
H (-7.83, 4.07, -0.13)
H (-8.14, 1.57, -0.08)
C (4.20, -3.24, 1.32)
C (3.87, -2.86, -0.12)
C (5.00, -2.18, -0.86)
C (5.35, -0.85, -0.22)
C (4.12, 0.00, -0.05)
C (4.21, 1.37, 0.06)
C (3.06, 2.15, 0.20)
F (3.22, 3.47, 0.30)
C (1.80, 1.62, 0.21)
C (1.68, 0.23, 0.09)
C (0.38, -0.39, 0.07)
O (-0.66, 0.38, 0.18)
C (0.29, -1.77, -0.07)
C (1.47, -2.50, -0.15)
N (2.67, -1.96, -0.12)
C (2.83, -0.58, -0.02)
C (-0.98, -2.53, -0.14)
O (-1.02, -3.73, -0.18)
O (-2.09, -1.78, -0.15)
H (5.08, -3.89, 1.32)
H (3.38, -3.78, 1.79)
H (4.43, -2.36, 1.93)
H (3.54, -3.74, -0.67)
H (4.71, -2.03, -1.91)
H (5.86, -2.84, -0.86)
H (6.08, -0.30, -0.82)
H (5.82, -1.01, 0.76)
H (5.17, 1.87, 0.04)
H (0.93, 2.25, 0.29)
H (1.41, -3.58, -0.22)

As for the net charge: +1. Its gap between HOMO and LUMO is 7.13 eV.

=====

The following is a DFT calculation (wB97M-V/def2-TZVPD) of a molecular structure, C42H44P2Pd.

CARTESIAN COORDINATES (ANGSTROEM)
Pd (-1.56, 0.61, -3.24)
C (0.50, -1.70, 0.90)
C (0.07, -2.59, 0.00)
C (-1.28, -3.26, -0.07)
C (-2.38, -2.22, -0.44)
C (-2.68, -1.16, 0.56)
C (-2.14, -0.99, 1.76)
C (-1.43, -2.02, 2.57)
C (0.10, -1.75, 2.37)
C (-1.13, 2.23, -2.23)
H (1.43, -1.13, 0.73)
H (0.68, -2.77, -0.89)
H (-1.55, -3.85, 0.81)
H (-1.24, -3.95, -0.93)
H (-2.06, -1.74, -1.38)
H (-3.31, -2.72, -0.73)
H (-3.34, -0.37, 0.18)
H (-2.11, 0.01, 2.22)
H (-1.70, -3.05, 2.28)
H (-1.69, -1.88, 3.64)
H (0.35, -0.77, 2.81)
H (0.62, -2.52, 2.96)
H (-0.06, 2.48, -2.09)
H (-1.44, 1.75, -1.28)
H (-1.83, 3.07, -2.45)
P (-3.74, -2.81, -7.86)
P (-6.18, -0.99, -7.06)
C (-5.23, -3.57, -7.14)
C (-6.29, -2.80, -6.81)
C (-3.41, -3.93, -9.28)
C (-3.91, -5.23, -9.32)
C (-3.62, -6.07, -10.39)
C (-2.87, -5.61, -11.48)
C (-2.41, -4.28, -11.47)
C (-2.68, -3.44, -10.38)
C (-2.51, -3.41, -6.61)
C (-2.58, -2.72, -5.38)
C (-1.72, -3.04, -4.34)
C (-0.77, -4.06, -4.49)
C (-0.70, -4.76, -5.70)
C (-1.52, -4.39, -6.78)
C (-7.81, -0.71, -7.94)
C (-7.81, -1.20, -9.26)
C (-8.99, -1.22, -9.99)
C (-10.18, -0.73, -9.44)
C (-10.17, -0.22, -8.14)
C (-8.98, -0.15, -7.40)
C (-6.64, -0.44, -5.39)
C (-6.44, 0.91, -5.05)
C (-6.94, 1.38, -3.84)
C (-7.58, 0.50, -2.95)
C (-7.73, -0.85, -3.28)
C (-7.23, -1.33, -4.49)
H (-5.19, -4.64, -7.01)
H (-7.26, -3.19, -6.51)
H (-4.54, -5.61, -8.52)
H (-3.99, -7.09, -10.38)
H (-2.65, -6.27, -12.32)
H (-1.85, -3.90, -12.32)
H (-2.33, -2.40, -10.39)
H (-3.32, -1.92, -5.26)
H (-1.76, -2.46, -3.42)
H (-0.09, -4.28, -3.68)
H (0.01, -5.58, -5.81)
H (-1.40, -4.87, -7.76)
H (-6.88, -1.59, -9.69)
H (-8.98, -1.63, -10.99)
H (-11.09, -0.76, -10.01)
H (-11.09, 0.11, -7.68)
H (-8.97, 0.32, -6.41)
H (-5.92, 1.57, -5.75)
H (-6.82, 2.44, -3.58)
H (-7.95, 0.87, -2.00)
H (-8.24, -1.54, -2.61)
H (-7.30, -2.38, -4.74)
C (0.54, 1.36, 0.79)
C (1.84, 1.37, 1.35)
C (2.96, 0.90, 0.59)
C (4.25, 0.87, 1.10)
C (4.51, 1.36, 2.40)
C (3.42, 1.75, 3.21)
C (2.12, 1.77, 2.72)
H (-0.17, 0.59, 1.11)
H (0.18, 2.14, 0.15)
H (2.76, 0.53, -0.42)
H (5.07, 0.47, 0.51)
H (5.52, 1.38, 2.81)
H (3.63, 2.02, 4.26)
H (1.29, 2.06, 3.37)

As for the energy above the lowest of the compared OMol25 structures with the same formula, charge and spin: 224.98 kJ/mol. As for the net charge: 0. The multiplicity is 3. Its gap between HOMO and LUMO (alpha / beta) is 7.76 / 6.55 eV. The expectation value of S² is 2.006.

=====

The following is a DFT calculation (wB97M-V/def2-TZVPD) of 3 unconnected molecules or ions with the total composition C5H12O2.

CARTESIAN COORDINATES (ANGSTROEM)
C (-1.85, 3.48, 0.76)
C (-1.32, 2.32, -0.09)
C (-0.38, 2.72, -0.98)
C (-0.49, -0.01, -0.09)
C (-1.25, 0.96, 0.48)
H (-2.57, 3.09, 1.50)
H (-2.39, 4.17, 0.09)
H (-1.20, 4.13, 1.35)
H (-0.40, 3.75, -1.31)
H (0.16, 2.05, -1.63)
H (-0.80, -1.06, -0.12)
H (0.55, 0.08, -0.39)
H (-1.80, 0.77, 1.40)
H (5.10, -4.41, -0.12)
H (5.66, -4.60, 1.36)
O (5.81, -4.67, 0.45)
H (-1.20, -4.35, -1.61)
H (-0.99, -4.43, -0.14)
O (-0.64, -3.99, -0.92)

Its SMILES is C=CC(=C)C.O.O. As for the energy above the lowest of the compared OMol25 structures with the same formula, charge and spin: 353.51 kJ/mol. As for the net charge: 0. Its gap between HOMO and LUMO is 8.43 eV.

=====

The following is a DFT calculation (wB97M-V/def2-TZVPD) of a single C4H9NO2 molecule.

CARTESIAN COORDINATES (ANGSTROEM)
C (-0.07, -2.13, -0.34)
C (-0.50, -0.69, -0.10)
O (-0.61, -0.49, 1.31)
C (0.52, 0.30, -0.69)
C (0.23, 1.76, -0.36)
O (-0.23, 2.54, -1.18)
N (0.56, 2.13, 0.92)
H (0.91, -2.31, 0.12)
H (0.01, -2.35, -1.41)
H (-0.79, -2.82, 0.11)
H (-1.47, -0.51, -0.58)
H (-1.50, -0.15, 1.49)
H (1.52, 0.03, -0.33)
H (0.52, 0.22, -1.78)
H (0.28, 3.05, 1.20)
H (0.61, 1.41, 1.62)

Its SMILES is C[C@@H](O)CC(N)=O. As for the energy above the lowest of the compared OMol25 structures with the same formula, charge and spin: 40.97 kJ/mol. As for the net charge: 0. Its gap between HOMO and LUMO is 10.35 eV.

=====

Question: Which of these has the highest net charge?
Answer: C30H28B2F2N6Tc

=====

Question: What is the net charge in the sixth record?
Answer: 0

=====

Question: Look up the net charge of the fifth one.
Answer: +1

=====

Question: What is the net charge in the fourth record?
Answer: +2